Entry 1:
Below is C18H36BClGaNO4 as an isolated structure in a non-equilibrium geometry, with properties calculated with the ωB97M-V functional and the def2-TZVPD basis.

Geometry as XYZ:
```
62
Properties=species:S:1:pos:R:3:forces:R:3:lowdin_charge:R:1
C -0.185616 0.901630 7.607553 -0.3 -0.1 -0.4 0.040
C -0.503439 1.154289 6.448698 -2.1 -0.9 0.2 -0.203
C -1.312242 1.246235 5.096870 0.8 0.5 1.4 -0.201
Ga 0.012776 1.471209 3.535312 0.2 -0.2 -0.3 0.421
C 1.980714 1.113569 4.002174 1.5 0.2 -0.3 -0.114
B 2.686835 2.247394 4.874762 0.2 0.4 0.0 -0.656
O 3.424651 3.316802 4.256153 -0.2 -1.3 1.1 0.069
O 2.674898 2.257413 6.313032 -0.3 0.5 -1.0 0.045
C -0.511909 0.002639 2.125938 0.4 -1.7 -0.9 -0.190
C 0.614470 -0.223914 1.070349 -3.3 2.4 0.4 -0.803
O 0.676779 0.515414 0.111485 1.1 -2.0 0.9 -0.019
Cl 1.788970 -1.620908 1.363574 -0.2 0.6 -0.1 0.564
O -0.287554 3.131657 2.664317 -0.2 0.2 1.2 -0.283
C -0.365423 4.166876 3.653660 0.6 -0.3 0.0 -0.326
C -1.834082 4.742321 3.893625 0.0 0.4 -0.9 -0.226
C -2.872053 4.292367 2.768206 -0.1 -0.1 1.0 -0.129
H -0.040582 0.587404 8.673651 0.1 0.7 -1.9 0.039
H -1.961278 0.335417 4.938295 0.9 0.8 0.5 0.056
H -2.000797 2.140572 5.160272 0.8 -0.9 0.0 0.044
H 2.146348 0.091960 4.476835 -0.5 1.2 -0.4 0.065
H 2.540947 1.077586 3.003725 -0.8 0.1 1.1 0.051
H 4.010920 3.724563 4.929182 -0.8 -0.2 -0.5 0.092
H 1.892446 2.718597 6.666677 0.4 -0.6 -0.2 0.075
H -1.471535 0.297263 1.591372 1.4 -0.1 0.4 0.073
H -0.748113 -0.921040 2.733116 0.6 0.8 -0.7 0.052
H 0.361650 4.987324 3.343832 -1.0 -0.7 0.4 0.117
H 0.023240 3.744788 4.649215 -0.4 0.8 -0.9 0.091
H -2.210048 4.441970 4.914635 0.3 0.3 -1.1 0.090
H -1.790712 5.876286 3.854889 0.0 -1.2 0.3 0.096
H -3.901429 4.605265 3.124061 1.0 -0.4 -0.5 0.064
H -2.687737 4.765850 1.763264 0.0 -0.6 1.1 0.072
H -2.845400 3.168912 2.686887 -0.1 1.2 -0.1 0.061
C -0.743483 -0.752860 -6.954264 0.1 0.2 -0.1 -0.098
C -0.054655 -2.107341 -6.805204 -0.1 0.2 -0.1 -0.223
C -0.509574 -2.996085 -5.649011 0.3 0.1 0.0 -0.127
N -0.164900 -2.535531 -4.227665 -0.3 -0.3 -0.3 -0.243
C 1.330877 -2.274716 -4.118202 0.0 0.1 0.2 -0.102
C 1.766472 -2.032745 -2.682672 -0.1 0.1 0.2 -0.156
C 1.372763 -3.181314 -1.771037 0.2 -0.2 0.0 -0.200
C -0.116030 -3.465293 -1.861347 0.0 0.1 0.2 -0.163
C -0.558905 -3.691880 -3.297641 0.1 0.2 0.2 -0.101
C -0.971586 -1.310086 -3.863260 0.3 -0.2 0.1 0.038
H -0.278969 0.006798 -6.326173 -0.1 0.0 0.0 0.065
H -0.644318 -0.397166 -7.981951 0.0 -0.1 0.1 0.082
H -1.808868 -0.812239 -6.723064 0.0 0.1 0.0 0.082
H 1.028917 -1.971168 -6.799414 0.0 -0.1 0.0 0.107
H -0.268554 -2.670230 -7.720007 0.0 -0.2 0.2 0.121
H -0.031532 -3.971528 -5.770577 0.0 0.1 0.2 0.129
H -1.591207 -3.149985 -5.678989 0.1 0.1 0.1 0.136
H 1.839123 -3.150623 -4.531908 -0.2 0.0 0.0 0.144
H 1.564502 -1.403959 -4.732051 -0.2 -0.1 -0.1 0.131
H 2.851764 -1.906250 -2.657176 -0.1 0.1 -0.2 0.134
H 1.339682 -1.096417 -2.308864 0.1 0.0 0.0 0.116
H 1.642535 -2.944153 -0.744128 0.0 0.0 -0.1 0.035
H 1.934431 -4.080793 -2.050640 0.0 0.0 0.0 0.124
H -0.678950 -2.648463 -1.401822 0.0 0.0 0.0 0.117
H -0.352712 -4.354485 -1.270541 -0.1 0.0 -0.2 0.132
H -1.643557 -3.805142 -3.363763 0.1 0.1 -0.2 0.138
H -0.084517 -4.594129 -3.692085 0.0 0.2 -0.1 0.136
H -2.004445 -1.473338 -4.169539 0.1 0.0 0.0 0.116
H -0.542014 -0.442176 -4.352531 -0.1 -0.1 -0.1 0.096
H -0.927983 -1.144412 -2.790092 0.0 -0.1 -0.1 0.101
```
Forces are in eV/Å.

For the total energy, the calculation gives -3472.92871 Eh. The HOMO energy comes out at -6.9611 eV.

---

Entry 2:
Below is C15H30FHfO15 as an isolated structure in a non-equilibrium geometry, with properties calculated with the ωB97M-V functional and the def2-TZVPD basis.

Geometry as XYZ:
```
62
Properties=species:S:1:pos:R:3:forces:R:3:lowdin_charge:R:1
Hf -2.614380 2.819577 -0.843856 0.5 -1.3 0.6 1.642
F -1.244030 -0.456673 0.811754 -0.5 1.3 -0.7 -0.460
C 7.686820 -5.262083 -1.486996 0.8 -0.4 -0.1 0.007
O 6.958730 -5.190863 -0.271096 -1.3 0.5 -0.8 0.079
C 5.793370 -4.478033 -0.320106 0.7 0.0 1.3 -0.523
O 5.453840 -3.654573 -1.129546 0.3 -0.7 0.1 0.216
O 5.182230 -4.781323 0.825854 -0.1 0.1 0.4 0.076
C 4.022580 -4.058333 1.203384 -1.7 0.3 -1.4 -0.005
H 7.980560 -4.261093 -1.802986 0.1 0.1 -0.1 0.120
H 7.129360 -5.747533 -2.288046 -0.4 0.1 0.0 0.123
H 8.570570 -5.866483 -1.282606 -0.1 0.2 0.2 0.117
H 3.260080 -4.681663 1.670454 0.8 -0.4 0.6 0.115
H 3.486580 -3.741373 0.308774 0.3 0.3 -0.3 0.098
H 4.198520 -3.142133 1.767064 0.6 -0.2 0.3 0.119
C -0.086190 -2.784303 -5.007656 0.8 -2.0 1.9 -0.048
O -0.605700 -2.104663 -6.076876 -0.2 0.4 -0.9 0.038
C -1.348520 -1.041743 -5.843326 1.6 1.1 -0.1 -0.599
O -1.625010 -0.576063 -4.745186 -0.4 -0.7 -0.4 0.150
O -1.523120 -0.374243 -6.936856 -1.3 1.5 -1.1 0.043
C -1.270520 -0.872033 -8.291466 0.7 -0.6 0.4 0.034
H 0.862420 -3.267043 -5.242626 -0.1 0.1 -0.7 0.111
H -0.799410 -3.580623 -4.794796 0.1 -0.1 0.6 0.117
H 0.146270 -2.198523 -4.118326 -0.6 0.4 -0.1 0.105
H -0.203920 -1.065423 -8.405776 0.0 -0.3 0.3 0.101
H -1.471650 -0.102263 -9.036516 -0.7 0.1 0.6 0.106
H -1.849170 -1.785503 -8.428736 0.1 0.2 -0.2 0.109
C 4.246220 5.766517 2.550824 -1.0 0.3 1.4 -0.008
O 4.623680 4.482047 2.029454 -1.1 -0.7 -0.2 0.001
C 3.752090 3.656697 1.410694 0.7 2.0 -3.1 -0.494
O 2.560250 3.823527 1.109354 1.8 -0.3 1.9 0.150
O 4.441130 2.775037 0.648244 0.8 -0.8 0.5 0.029
C 5.861240 2.430517 0.863984 -0.2 -0.4 0.5 0.020
H 3.815110 6.496427 1.865644 0.5 -0.5 -0.7 0.105
H 5.109030 6.174227 3.077554 0.1 -0.2 -0.5 0.108
H 3.472190 5.658247 3.310604 0.0 -0.3 0.1 0.096
H 6.230930 1.748387 0.098404 -0.9 0.2 -0.5 0.100
H 5.940260 1.829847 1.770104 -0.1 0.2 0.4 0.106
H 6.576300 3.251587 0.915454 -0.7 0.4 0.1 0.105
C -6.228900 -3.420533 -0.533926 1.0 -0.3 -1.0 0.020
O -7.227690 -3.013343 -1.530556 -0.4 0.2 0.8 0.022
C -7.271700 -1.719443 -1.805466 0.7 0.6 0.1 -0.547
O -6.438930 -0.870203 -1.438656 -1.0 -1.2 -0.4 0.144
O -8.283210 -1.333583 -2.572366 0.7 0.2 0.3 0.055
C -9.277080 -2.232513 -3.034946 -1.1 -0.5 -0.2 -0.005
H -6.154430 -4.503523 -0.435566 -1.0 0.0 -0.3 0.103
H -6.387380 -2.991943 0.455664 0.0 0.3 -0.4 0.109
H -5.287350 -3.192443 -1.033486 0.2 0.6 0.7 0.098
H -9.998880 -1.657773 -3.615266 0.4 0.2 0.1 0.111
H -9.823180 -2.674243 -2.201436 0.2 -0.1 0.2 0.115
H -8.920910 -3.046413 -3.666456 0.5 0.1 0.1 0.115
C -1.708490 6.584707 7.338854 0.4 0.9 -0.2 0.008
O -1.839680 5.952087 6.044644 -0.6 -1.0 -0.1 0.042
C -1.944100 4.606797 5.833884 1.0 0.5 -0.7 -0.503
O -2.115440 4.155917 4.688754 -0.1 0.9 2.1 0.145
O -1.664730 3.911267 6.919614 0.0 2.0 -0.4 0.017
C -1.805350 2.528007 6.907794 -0.1 -1.7 0.3 -0.027
H -1.921390 7.644067 7.195614 -0.7 -0.2 -0.4 0.106
H -0.653610 6.689307 7.592584 0.4 -0.8 0.1 0.115
H -2.285790 6.218737 8.187914 0.0 -0.6 -0.5 0.115
H -1.434380 2.074307 5.988744 -0.3 0.2 -0.1 0.103
H -2.855230 2.318157 7.112294 0.1 -0.4 -0.2 0.115
H -1.190890 2.134537 7.717564 -0.2 0.2 0.1 0.110
```
Forces are in eV/Å.

For the total energy, the calculation gives -1864.30198 Eh. Its charge is +3. The calculation puts the energy above the lowest of the compared OMol25 structures with the same formula, charge and spin at 420.8 kcal/mol. The HOMO energy comes out at -16.3913 eV.

---

Entry 3:
Below is C4H7Br2ClS as an isolated structure in a non-equilibrium geometry, with properties calculated with the ωB97M-V functional and the def2-TZVPD basis.

Geometry as XYZ:
```
15
Properties=species:S:1:pos:R:3:forces:R:3:lowdin_charge:R:1
C -1.353814 -0.764337 0.796862 2.7 0.6 1.2 -0.087
C 1.128305 0.115858 1.376753 -2.3 2.4 0.4 -0.110
C 0.179789 -0.719584 0.654948 -3.1 1.3 -0.8 -0.207
C 0.152650 0.353802 -1.852671 -0.7 -2.8 0.6 -1.553
S 0.803485 1.870786 -2.033116 1.2 1.2 -0.5 0.326
Cl -0.600650 3.223455 -1.492923 -0.3 -0.2 0.2 0.135
Br -1.514739 -0.196882 -2.794728 1.0 0.4 0.5 0.543
Br 1.636345 -0.932927 -2.142407 -0.6 0.9 -0.3 0.579
H -1.567772 -0.221156 1.718697 -0.8 -0.1 -0.2 0.077
H -1.742789 -0.333102 -0.088864 -1.0 0.6 -0.6 -0.011
H -1.600552 -1.808722 0.818207 -0.6 -0.4 0.3 0.070
H 1.454378 1.050694 0.841996 -0.1 -0.9 0.3 0.089
H 0.707848 0.449988 2.355109 -0.1 0.1 -0.7 0.096
H 1.889935 -0.487323 1.658520 3.1 -1.5 0.5 0.036
H 0.427580 -1.600550 0.183617 1.6 -1.5 -0.9 0.019
```
Forces are in eV/Å.

For the total energy, the calculation gives -6162.86307 Eh. The HOMO energy (spin up / spin down) comes out at -8.0885 / -7.5741 eV.

---

Entry 4:
Below is a 10-piece molecular cluster, C30H70N10O10 overall in a non-equilibrium geometry, with properties calculated with the ωB97M-V functional and the def2-TZVPD basis.

Geometry as XYZ:
```
120
Properties=species:S:1:pos:R:3:forces:R:3:lowdin_charge:R:1
C -1.744843 0.232413 4.308121 0.1 -0.3 1.7 -0.029
N -2.219774 -1.023066 5.013798 2.1 3.4 -0.7 -0.155
C -1.493674 -1.369354 6.234432 -0.6 0.2 0.1 -0.038
C -3.058237 -1.823540 4.387410 -0.9 0.7 -0.1 -0.407
O -3.496116 -2.818724 4.891004 -0.7 -2.1 0.3 0.012
H -2.484701 0.874564 3.830253 -0.4 -0.9 -0.6 0.079
H -0.860532 0.048644 3.697939 -0.2 0.1 -0.1 0.070
H -1.470490 0.918351 5.109564 0.5 -0.2 0.1 0.077
H -0.522994 -1.817853 6.022937 -0.2 -0.7 0.0 0.091
H -1.228713 -0.497649 6.832782 -0.3 0.4 -0.3 0.078
H -2.180757 -1.933678 6.864962 0.5 -0.6 -0.2 0.092
H -3.430747 -1.425728 3.430764 0.2 0.0 -0.2 0.125
C 5.643222 -1.532429 1.097632 -0.1 -0.8 0.5 -0.038
N 5.809602 -2.705209 1.948688 0.7 -0.7 0.2 -0.194
C 7.149039 -3.218010 2.227556 0.7 0.7 -0.1 -0.046
C 4.799027 -3.399260 2.447890 -1.0 -0.4 -0.2 -0.361
O 4.904654 -4.365118 3.182874 -0.3 -0.1 0.2 -0.010
H 5.997134 -0.721648 1.734410 0.8 0.5 -1.1 0.089
H 4.627128 -1.233076 0.840612 -0.4 -0.7 0.5 0.066
H 6.071524 -1.858574 0.149856 0.8 1.2 -0.1 0.098
H 7.655806 -3.692979 1.387503 -0.4 -0.1 -0.5 0.084
H 7.808070 -2.384790 2.471514 0.0 0.1 0.3 0.081
H 7.170595 -3.953582 3.031656 -0.5 0.3 0.0 0.083
H 3.849957 -3.020591 2.037917 -0.4 0.0 0.4 0.127
C -0.067792 4.207964 -5.900070 1.2 1.3 -1.4 -0.060
N 0.773036 3.254694 -5.252989 -1.7 -1.0 2.2 -0.184
C 0.335884 2.983508 -3.842612 1.2 0.3 -1.4 -0.032
C 1.874087 2.737192 -5.787875 1.4 0.2 -2.4 -0.323
O 2.346794 3.044390 -6.914313 -1.1 -0.6 2.3 -0.046
H 0.255018 5.186593 -5.544877 -0.4 0.4 0.1 0.095
H -1.153172 4.135503 -5.830734 0.2 -0.6 0.5 0.086
H 0.243594 4.200282 -6.944613 -0.3 0.0 -0.2 0.086
H -0.676406 2.581314 -3.882592 0.0 0.1 0.3 0.081
H 1.026418 2.310062 -3.334938 -0.1 -0.1 -0.4 0.051
H 0.405988 3.955156 -3.353661 -0.5 0.0 0.3 0.084
H 2.322597 1.963570 -5.145585 0.1 0.2 -0.1 0.119
C 0.916185 -3.543462 -4.577323 0.2 0.9 0.2 -0.057
N 1.046769 -2.100088 -4.748867 0.5 1.7 0.3 -0.185
C 1.252413 -1.687833 -6.144468 -0.3 0.4 -0.1 -0.052
C 1.303815 -1.177192 -3.729823 -0.7 -1.0 -0.6 -0.293
O 1.597479 -0.008248 -3.870120 0.1 0.0 -0.7 -0.004
H 1.829971 -3.988589 -4.970967 0.0 -0.4 0.2 0.090
H 0.066395 -3.885154 -5.168252 0.0 -0.1 0.1 0.084
H 0.764612 -3.767069 -3.521333 0.1 -0.2 -0.1 0.088
H 0.967579 -0.654382 -6.341848 -0.1 0.1 0.5 0.083
H 2.282679 -1.752120 -6.494475 0.2 -0.3 0.2 0.094
H 0.617221 -2.287839 -6.796107 0.1 -0.2 0.1 0.084
H 1.136648 -1.518432 -2.696476 0.0 -0.8 -0.2 0.130
C -6.241930 3.037775 -2.444589 -0.6 -0.8 0.5 -0.063
N -4.842816 3.009594 -2.776490 0.5 -0.8 0.0 -0.178
C -3.997112 1.772994 -2.652829 -0.8 0.4 0.4 0.001
C -4.417299 4.097762 -3.380521 3.2 1.0 -1.2 -0.365
O -3.281130 4.210725 -3.865097 -1.3 0.2 0.4 -0.026
H -6.741001 2.213082 -2.953412 -0.2 -0.3 0.6 0.094
H -6.767569 3.919961 -2.810035 0.5 0.2 -0.2 0.085
H -6.358063 3.068853 -1.361237 -0.4 -0.6 0.0 0.092
H -3.993999 1.475599 -1.604185 -0.6 -0.3 0.0 0.084
H -4.388510 1.002251 -3.316797 -0.2 -0.1 0.3 0.091
H -2.927003 1.830289 -2.852018 -0.3 1.1 -0.5 0.064
H -5.140007 4.927449 -3.341669 0.1 0.0 -0.3 0.138
C 0.577402 -3.756840 2.847442 -0.4 0.6 -0.5 -0.077
N 0.453562 -4.834565 3.757340 -0.8 0.0 1.7 -0.196
C 1.583239 -5.672340 4.051519 0.7 -1.3 -0.2 -0.058
C -0.696326 -5.133244 4.436136 0.4 -1.0 0.1 -0.306
O -0.795944 -6.194438 5.032595 -0.4 0.2 0.3 -0.016
H -0.394153 -3.289327 2.687380 -0.2 -0.1 0.1 0.075
H 0.873445 -4.153663 1.876363 0.4 0.3 -0.1 0.093
H 1.238838 -2.961145 3.190194 0.4 -0.1 -0.1 0.081
H 1.706794 -6.415998 3.264250 0.3 0.1 -0.4 0.092
H 2.540015 -5.175840 4.213266 -0.2 0.5 -0.4 0.078
H 1.421888 -6.312044 4.919185 -0.4 0.5 0.1 0.082
H -1.546768 -4.435394 4.480445 0.4 0.4 -0.6 0.122
C 5.855883 4.735530 0.927552 -0.2 -0.5 0.7 -0.036
N 5.155031 3.403983 1.107696 1.2 2.8 0.3 -0.162
C 4.773335 2.919419 2.436280 -0.2 1.0 0.2 -0.030
C 5.166993 2.646726 0.037027 -1.4 -2.1 -1.0 -0.375
O 4.635649 1.541218 -0.000658 0.5 0.1 -0.3 -0.007
H 6.857206 4.735241 1.358199 -0.3 0.1 0.9 0.083
H 5.203478 5.537641 1.272637 0.3 -0.1 0.4 0.083
H 6.137440 5.028804 -0.083793 -0.8 -0.8 -0.5 0.075
H 5.565828 2.315332 2.878014 -0.1 -0.1 0.0 0.093
H 4.569268 3.791241 3.057884 0.6 0.2 0.1 0.082
H 3.805382 2.425294 2.519899 0.2 -0.5 -0.9 0.089
H 5.615803 3.118619 -0.850720 0.0 -0.1 0.0 0.134
C -2.074360 4.582538 -1.012116 -0.4 0.4 -0.1 -0.060
N -1.456936 4.307087 0.271048 -0.5 0.4 -1.9 -0.181
C -0.009905 4.436136 0.411962 -0.4 -1.1 0.1 -0.031
C -2.260101 3.710950 1.161555 2.1 -0.8 1.5 -0.332
O -1.766457 3.137130 2.127749 -1.3 0.0 0.2 -0.014
H -3.062149 4.125235 -1.069166 0.1 -0.2 0.1 0.057
H -1.498132 4.155755 -1.833035 0.1 0.4 0.0 0.071
H -2.293246 5.644752 -1.121193 0.5 0.2 -0.5 0.098
H 0.332608 5.456610 0.240417 -0.2 0.1 0.8 0.095
H 0.206812 3.896767 1.334037 0.3 1.0 0.5 0.089
H 0.580636 3.844441 -0.287512 -0.5 -0.2 -0.7 0.067
H -3.335184 3.801328 0.941938 0.1 -0.2 0.1 0.139
C -6.221697 -4.141683 0.032656 -0.6 0.3 -1.2 -0.059
N -5.231062 -3.470825 0.865446 -2.5 -0.4 1.1 -0.166
C -5.540929 -3.403282 2.286262 0.5 -0.2 0.7 -0.031
C -4.050561 -3.055042 0.456069 1.7 -0.2 -0.5 -0.346
O -3.104201 -2.716760 1.167858 -0.9 0.2 -0.6 -0.009
H -5.824685 -4.505677 -0.914965 0.5 -0.2 0.3 0.083
H -7.064689 -3.544051 -0.314179 0.1 0.9 0.3 0.080
H -6.778275 -4.949214 0.508272 0.8 -0.3 0.5 0.086
H -6.295873 -4.145926 2.544405 0.3 -0.2 0.0 0.090
H -4.601473 -3.548743 2.819539 -0.2 -0.4 0.3 0.066
H -5.914103 -2.460765 2.686880 -0.1 0.4 -0.7 0.094
H -3.989703 -3.116275 -0.641539 0.4 0.1 -0.1 0.134
C 0.019237 1.039383 -1.107699 1.0 -0.2 0.2 -0.062
N 0.311458 0.134831 0.017900 -1.0 0.8 0.3 -0.139
C -0.885708 -0.215700 0.828432 -0.2 -1.2 -1.5 -0.021
C 1.536597 -0.428636 0.143624 0.1 0.5 0.5 -0.343
O 1.872220 -1.280441 0.948416 -0.4 0.0 -0.1 0.000
H 0.908792 1.130038 -1.731064 0.1 -0.2 0.1 0.053
H -0.216134 2.057741 -0.798430 -0.3 -0.2 0.3 0.058
H -0.758438 0.666626 -1.774318 -0.2 -0.2 0.2 0.087
H -1.607754 0.596892 0.908698 0.6 0.4 0.3 0.077
H -1.402400 -0.945408 0.205021 -0.4 -0.3 0.1 0.072
H -0.763405 -0.761211 1.764147 0.7 0.5 -0.1 0.064
H 2.270356 0.065914 -0.511526 0.0 -0.2 -0.3 0.127
```
Forces are in eV/Å.

For the total energy, the calculation gives -2484.93087 Eh. The calculation puts the energy above the lowest of the compared OMol25 structures with the same formula, charge and spin at 214.2 kcal/mol. The SMILES is CN(C)C=O.CN(C)C=O.CN(C)C=O.CN(C)C=O.CN(C)C=O.CN(C)C=O.CN(C)C=O.CN(C)C=O.CN(C)C=O.CN(C)C=O. The HOMO energy comes out at -8.1476 eV.